Entry from the Open Molecules 2025 dataset: CH3NOS in the gas phase in a non-equilibrium geometry (the ωB97M-V functional and the def2-TZVPD basis).

Structure (XYZ):
```
7
Properties=species:S:1:pos:R:3:lowdin_spin:R:1
C -1.18 -0.16 0.44 0.612
N 0.05 0.05 -0.02 0.352
O 2.31 0.32 -1.05 0.355
S 1.51 -0.73 -0.47 0.569
H -1.33 -1.06 0.87 0.055
H -1.71 0.66 0.63 0.053
H 0.35 0.92 -0.40 0.004
```

Calculated values
- 2S+1 = 3
- ΔE to the lowest compared entry with this formula, charge and spin (kcal/mol) = 29.2
- E_LUMO (spin up / spin down) (eV) = 1.01 / -1.16


Entry from the Open Molecules 2025 dataset: a molecular structure, C3H8BrClSi in a non-equilibrium geometry (the ωB97M-V functional and the def2-TZVPD basis).

Structure (XYZ):
```
14
Properties=species:S:1:pos:R:3:nbo_charge:R:1
C 0.33 -0.82 1.15 -0.650
C 0.85 -0.50 -1.39 -0.634
C 0.34 0.09 -0.06 -0.344
Si -1.35 1.12 -0.16 0.990
Cl 1.58 1.35 0.58 -0.107
Br -3.12 0.01 0.54 -0.300
H 0.22 -0.25 1.97 0.225
H -0.48 -1.63 1.18 0.221
H 1.29 -1.26 1.28 0.220
H 1.70 -1.25 -1.04 0.213
H 0.13 -1.10 -1.88 0.221
H 1.25 0.22 -2.05 0.230
H -1.19 2.26 1.33 -0.130
H -1.56 1.77 -1.45 -0.157
```

Calculated values
- 2S+1 = 1
- ΔE to the lowest compared entry with this formula, charge and spin (kcal/mol) = 65.7
- E_LUMO (eV) = 0.49


Entry from the Open Molecules 2025 dataset: a gas-phase ion, C9H15N3 (charge +2) in a non-equilibrium geometry (the ωB97M-V functional and the def2-TZVPD basis).

Structure (XYZ):
```
27
Properties=species:S:1:pos:R:3:nbo_charge:R:1
C -0.72 3.21 1.58 -0.203
C 0.01 2.17 2.33 -0.100
C -0.94 2.90 0.31 -0.212
C 0.37 0.92 1.80 -0.319
C -0.20 1.89 -0.45 -0.125
C 0.25 0.67 0.45 0.257
C -0.32 -2.52 -0.34 -0.276
C 0.91 -1.72 0.07 -0.235
C -0.73 -4.69 -1.34 0.151
N -0.03 -3.64 -1.17 -0.403
N 0.41 -0.36 -0.25 -0.423
N 0.86 2.72 -1.08 -0.701
H -1.28 4.07 1.93 0.276
H 0.14 2.37 3.45 0.261
H -1.53 3.53 -0.38 0.230
H 0.62 0.24 2.65 0.270
H -0.76 1.56 -1.30 0.245
H -0.81 -2.83 0.62 0.254
H -1.06 -1.79 -0.88 0.277
H 1.34 -1.91 1.02 0.233
H 1.63 -2.02 -0.79 0.195
H -0.36 -5.58 -1.98 0.267
H -1.71 -4.75 -0.93 0.234
H 0.90 -3.54 -1.67 0.447
H 0.34 3.27 -1.76 0.444
H 1.74 2.31 -1.55 0.480
H 0.96 3.52 -0.33 0.476
```

Calculated values
- 2S+1 = 1
- structure (SMILES) = C=[NH+]CC/N=C1\C=CC=C[C@H]1[NH3+]
- ΔE to the lowest compared entry with this formula, charge and spin (kcal/mol) = 95.5
- E_LUMO (eV) = -7.44
- total charge = +2


Entry from the Open Molecules 2025 dataset: a molecular structure, C14H68ClN3O26S (the ωB97M-V functional and the def2-TZVPD basis).

Structure (XYZ):
```
113
Properties=species:S:1:pos:R:3:lowdin_charge:R:1
C 5.21 -1.93 -0.01 -0.095
C 5.30 -0.80 -1.04 -0.240
C 3.92 -0.39 -1.60 -0.200
C 4.09 0.26 -2.95 -0.182
N 2.84 0.72 -3.60 0.060
C 1.76 1.04 -2.80 -0.215
C 0.64 0.14 -2.87 0.068
C -0.50 0.28 -2.17 -0.159
C -1.58 -0.76 -2.27 -0.164
C -1.57 -1.74 -1.08 -0.640
C -2.56 -1.39 0.03 -0.104
Cl -1.93 -3.38 -1.77 0.660
C -0.60 1.43 -1.33 -0.312
N -1.63 1.80 -0.57 -0.194
S -1.21 3.17 0.15 1.039
N 0.26 3.36 -0.44 -0.217
C 0.51 2.33 -1.26 -0.296
C 1.71 2.14 -2.00 -0.091
C 2.80 3.16 -1.91 -0.126
O 3.96 2.65 -1.24 -0.143
O 4.38 3.59 -0.25 -0.031
H 5.57 -2.86 -0.45 0.063
H 5.86 -1.73 0.84 0.060
H 4.21 -2.06 0.38 0.068
H 5.78 0.08 -0.61 0.096
H 5.93 -1.10 -1.87 0.105
H 3.47 0.28 -0.87 0.089
H 3.33 -1.30 -1.68 0.101
H 4.83 1.06 -2.90 0.114
H 4.51 -0.50 -3.60 0.107
H 2.58 0.06 -4.32 0.089
H 0.75 -0.71 -3.53 0.132
H -1.42 -1.33 -3.18 0.095
H -2.57 -0.31 -2.31 0.101
H -0.58 -1.84 -0.65 0.091
H -3.30 -2.16 0.19 0.058
H -3.06 -0.47 -0.24 0.028
H -2.06 -1.20 0.98 0.081
H 3.05 3.51 -2.91 0.121
H 2.44 4.00 -1.33 0.111
H 4.38 3.08 0.58 0.077
O -4.56 0.72 -1.46 -0.071
H -5.41 1.12 -1.28 0.032
H -3.93 1.33 -1.05 -0.009
O 3.11 -2.11 -5.18 -0.049
H 3.99 -2.49 -5.12 0.034
H 2.61 -2.73 -5.73 0.053
O -3.81 -2.22 2.83 -0.068
H -4.60 -1.74 2.55 0.017
H -3.81 -3.02 2.30 -0.013
O -4.58 -4.78 1.61 -0.066
H -4.89 -4.78 2.53 0.019
H -4.70 -5.70 1.34 0.043
O -2.39 3.17 -3.81 -0.030
H -1.99 2.46 -3.29 0.023
H -1.73 3.87 -3.79 0.049
O -4.51 -6.52 4.03 -0.054
H -4.92 -7.00 4.76 0.019
H -3.74 -6.12 4.43 0.040
O -2.82 3.39 -7.11 -0.059
H -2.72 4.33 -7.23 0.029
H -2.60 3.23 -6.18 -0.003
O -0.54 -4.31 -4.95 -0.070
H -0.84 -4.38 -4.04 -0.029
H -0.59 -5.21 -5.29 0.034
O 6.37 5.14 1.29 -0.063
H 5.89 4.57 0.67 0.003
H 7.25 4.74 1.32 -0.004
O 5.16 5.23 3.98 -0.080
H 5.34 5.16 3.03 -0.014
H 4.89 6.14 4.11 0.027
O 6.94 2.23 1.69 -0.046
H 6.68 2.51 2.57 0.052
H 6.63 1.32 1.62 0.035
O 9.13 4.43 1.40 -0.042
H 9.34 3.61 0.93 0.052
H 9.67 4.40 2.20 0.057
O 1.96 5.71 -3.62 -0.046
H 2.61 6.38 -3.83 0.045
H 1.21 6.20 -3.28 0.037
O -5.96 0.02 1.52 -0.045
H -5.79 0.11 0.57 0.012
H -6.29 0.88 1.79 0.011
O -3.68 -7.33 6.77 -0.052
H -4.11 -7.81 7.50 0.032
H -2.91 -6.94 7.18 0.063
O -3.70 -9.33 9.29 -0.047
H -4.04 -9.28 10.19 0.044
H -3.84 -10.24 9.03 0.045
O -7.22 1.86 3.76 -0.036
H -7.61 1.39 4.50 0.060
H -6.42 2.27 4.13 0.058
O -9.11 3.85 2.30 -0.065
H -8.89 3.80 1.36 0.028
H -8.42 3.34 2.74 -0.013
O 1.52 -4.00 -2.08 -0.062
H 0.58 -3.77 -1.98 -0.034
H 1.98 -3.40 -1.48 0.024
O -4.72 3.56 -1.17 -0.056
H -4.42 3.78 -2.06 0.038
H -4.34 4.23 -0.60 0.037
O 4.49 -3.88 -3.05 -0.059
H 3.63 -3.47 -3.21 -0.004
H 4.45 -4.71 -3.53 0.045
O -5.93 -5.43 7.40 -0.064
H -5.17 -5.82 6.95 -0.016
H -6.55 -5.21 6.70 0.033
O 2.87 1.56 1.41 -0.033
H 1.97 1.24 1.52 0.046
H 2.80 2.19 0.68 -0.001
O -1.58 6.25 1.70 -0.071
H -1.20 5.59 1.12 -0.046
H -1.03 6.23 2.49 0.040
```

Calculated values
- 2S+1 = 1
- E_LUMO (eV) = -1.01


Entry from the Open Molecules 2025 dataset: C7H10N4O4 in the gas phase in a non-equilibrium geometry (the ωB97M-V functional and the def2-TZVPD basis).

Structure (XYZ):
```
25
Properties=species:S:1:pos:R:3:nbo_charge:R:1
C -2.04 -0.58 -0.95 0.601
C 1.14 -2.00 -0.17 -0.243
C 1.79 -0.56 -0.24 -0.122
C 1.45 1.47 1.00 0.093
C 0.07 2.24 -0.88 0.542
C -0.90 -1.22 0.93 0.146
C -1.97 -0.42 0.56 -0.201
N -0.94 -1.32 -1.24 -0.442
N 0.29 2.18 0.44 -0.647
N -0.31 -1.78 -0.13 -0.191
N -2.80 0.15 1.48 0.070
O 0.79 1.77 -1.73 -0.610
O -2.81 -0.12 -1.76 -0.587
O -3.60 1.00 1.26 -0.311
O 1.31 0.05 0.91 -0.563
H 1.47 -2.73 -0.87 0.225
H 1.52 -2.49 0.74 0.225
H 2.83 -0.49 -0.36 0.183
H 1.59 0.01 -1.26 0.243
H 2.48 1.78 0.53 0.190
H 1.48 1.56 2.01 0.194
H -0.86 2.82 -1.15 0.140
H -0.43 -1.43 1.90 0.242
H -1.00 -1.94 -2.08 0.416
H -0.53 2.05 1.05 0.411
```

Calculated values
- 2S+1 = 1
- structure (SMILES) = O=CNCOCCn1cc(N=O)c(=O)[nH]1
- ΔE to the lowest compared entry with this formula, charge and spin (kcal/mol) = 0.0
- E_LUMO (spin up / spin down) (eV) = 0.08 / 0.08


Entry from the Open Molecules 2025 dataset: 2 unconnected molecules or ions with the total composition C4H13NPS in a non-equilibrium geometry (the ωB97M-V functional and the def2-TZVPD basis).

Structure (XYZ):
```
20
Properties=species:S:1:pos:R:3:nbo_charge:R:1
C -2.39 0.98 -0.64 -0.471
C 0.50 -2.41 -0.51 -0.968
C 0.08 -0.55 1.73 -0.974
C 2.10 1.85 0.05 -0.730
N -1.66 -0.01 -1.33 -0.531
P 0.38 -0.66 -0.07 1.183
S 2.21 0.15 -0.59 0.069
H -1.93 1.97 -0.57 0.194
H -3.32 1.10 -1.22 0.260
H -2.68 0.61 0.35 0.210
H 0.61 -2.51 -1.59 0.281
H -0.41 -2.91 -0.20 0.279
H 1.37 -2.87 -0.02 0.274
H -0.72 -1.25 1.98 0.276
H -0.23 0.45 2.03 0.271
H 0.99 -0.83 2.25 0.279
H 1.46 2.45 -0.59 0.240
H 3.11 2.24 0.02 0.268
H 1.75 1.85 1.08 0.232
H -1.20 0.36 -2.16 0.359
```

Calculated values
- 2S+1 = 1
- ΔE to the lowest compared entry with this formula, charge and spin (kcal/mol) = 35.0
- E_LUMO (spin up / spin down) (eV) = -5.46 / -5.21
- total charge = +1


no.,molecular weight (g mol⁻¹),total energy (hartree)
1,77.108,-567.9422
2,187.540,-3442.7844
3,165.240,-515.4726
4,762.213,-3553.0391
5,214.181,-792.5678
6,138.196,-954.1894